# C12H16N5O4PbS

A structure of composition C12H16N5O4PbS at a distorted geometry (ωB97M-V with the def2-TZVPD basis set, OMol25).

CARTESIAN COORDINATES (ANGSTROEM)
1 Pb -0.1972 -0.1846 -0.2003
2 O -5.6783 0.3623 2.9947
3 C -5.6336 -0.8339 3.0615
4 O -6.1957 -1.8450 3.3177
5 C -4.1157 -1.3005 2.5508
6 C -3.5684 -2.5437 2.8208
7 N -2.3771 -2.5457 2.2142
8 N -2.1337 -1.4080 1.5778
9 C -3.1790 -0.6018 1.7636
10 C -3.1273 0.7569 1.1536
11 O -3.9559 1.6675 1.4935
12 O -2.2425 0.9959 0.3273
13 H -4.6690 1.4375 2.1552
14 H -3.9596 -3.3646 3.3961
15 H -1.6992 -3.2989 2.1877
16 S 0.4932 2.4429 -0.3016
17 C 1.4545 2.0613 1.0838
18 C 2.2381 3.0018 1.7588
19 C 3.0445 2.5654 2.7998
20 C 3.0164 1.2224 3.1582
21 C 2.1753 0.3545 2.4592
22 N 1.4269 0.7588 1.4440
23 H 2.2192 4.0389 1.4615
24 H 3.6864 3.2607 3.3195
25 H 3.6367 0.8590 3.9615
26 H 2.1230 -0.6969 2.7070
27 N 3.4818 -0.8139 -5.1732
28 C 2.0471 -0.7347 -4.7739
29 C 1.8750 -0.2990 -3.3013
30 N 0.4710 -0.2456 -2.8864
31 H 3.5751 -1.2520 -6.1042
32 H 4.0362 -1.3733 -4.5064
33 H 3.9040 0.1240 -5.2377
34 H 1.5967 -1.7223 -4.9209
35 H 1.5460 -0.0206 -5.4337
36 H 2.3056 0.6934 -3.1469
37 H 2.3984 -1.0064 -2.6513
38 H -0.0311 -1.0675 -3.2145
39 H 0.0125 0.5555 -3.3157

Values from the calculation:
Total charge: +3
Orbital gap (spin up / spin down) in eV: 7.37 / 6.41